Entry from OMol25: one molecule with the formula C4H9NO2 (ωB97M-V/def2-TZVPD).

Positions of all 16 atoms, in Å:
C1 -0.582 1.702 -0.264
C2 0.239 0.615 0.422
C3 -0.507 -0.652 0.706
N1 -1.379 -1.139 -0.067
O1 -1.817 -2.408 0.310
C4 1.451 0.234 -0.464
O2 2.168 -0.876 0.012
H1 -1.419 1.994 0.365
H2 0.040 2.574 -0.450
H3 -0.976 1.335 -1.210
H4 0.622 0.991 1.376
H5 -0.179 -1.209 1.585
H6 -2.522 -2.617 -0.313
H7 1.090 0.052 -1.486
H8 2.165 1.061 -0.486
H9 1.605 -1.657 -0.036

structure (SMILES): C[C@@H](/C=N/O)CO
Kohn-Sham gap: 0.39947 Eh
relative energy (zero: lowest compared OMol25 entry of this formula, charge and spin): 68.0 kcal per mole
charge: 0
max |F|: 0.0151 hartree/bohr
DFT total energy: -9877.11223 eV
spin multiplicity: 1
M: 103.12 g mol⁻¹

---

Entry from OMol25: C3H3NO4 as an isolated structure in a non-equilibrium geometry (ωB97M-V/def2-TZVPD).

Positions of all 11 atoms, in Å:
C1 0.774 0.032 0.169
C2 -1.401 -0.357 -0.056
C3 -0.316 0.716 0.017
H1 2.619 0.240 0.635
H2 1.200 -1.913 -0.518
H3 -1.610 2.133 0.672
N1 0.574 -1.280 0.088
O1 2.169 0.209 -0.491
O2 -0.752 -1.469 -0.024
O3 -2.635 -0.313 -0.359
O4 -0.623 2.002 -0.132

Kohn-Sham gap: 0.31786 Eh
relative energy (zero: lowest compared OMol25 entry of this formula, charge and spin): 164.0 kcal per mole
charge: 0
max |F|: 0.1667 hartree/bohr
DFT total energy: -12833.21093 eV
spin multiplicity: 1
M: 117.06 g mol⁻¹

---

Entry from OMol25: one molecule with the formula C4H4N2 (ωB97M-V/def2-TZVPD).

Positions of all 10 atoms, in Å:
C1 -0.796 2.228 -0.397
C2 -0.280 1.145 -0.266
C3 0.274 -0.156 -0.031
N1 1.387 -0.413 0.832
C4 -0.366 -1.215 -0.497
N2 -0.944 -2.216 -0.898
H1 -1.257 3.183 -0.519
H2 2.272 -0.281 0.355
H3 1.353 0.215 1.627
H4 -1.644 -2.489 -0.206

structure (SMILES): C#CC(N)=C=N
Kohn-Sham gap: 0.34379 Eh
relative energy (zero: lowest compared OMol25 entry of this formula, charge and spin): 72.8 kcal per mole
charge: 0
max |F|: 0.0130 hartree/bohr
DFT total energy: -7189.53294 eV
spin multiplicity: 1
M: 80.09 g mol⁻¹

---

Entry from OMol25: C2H6CaO3 as an isolated structure in a non-equilibrium geometry (ωB97M-V/def2-TZVPD).

Positions of all 12 atoms, in Å:
C1 -0.839 -1.466 0.084
O1 0.210 -0.561 -0.259
C2 -0.041 0.808 -0.078
O2 1.145 1.313 -0.631
Ca1 2.108 -0.481 -1.489
H1 -1.127 -1.319 1.131
H2 -1.700 -1.305 -0.578
H3 -0.438 -2.472 -0.063
H4 -0.940 1.139 -0.617
O3 -0.190 1.184 1.237
H5 0.566 0.883 1.760
H6 1.247 2.277 -0.496

Kohn-Sham gap (spin up / spin down): 0.22144 / 0.45767 Eh
charge: +1
max |F|: 0.0315 hartree/bohr
DFT total energy: -26745.41233 eV
spin multiplicity: 2
M: 118.14 g mol⁻¹

---

Entry from OMol25: C2H5MgO3Yb as an isolated structure in a non-equilibrium geometry (ωB97M-V/def2-TZVPD).

Positions of all 12 atoms, in Å:
O1 -0.361 -0.335 -1.666
C1 -1.412 0.016 -0.817
C2 -1.117 -0.130 0.685
O2 0.255 0.040 0.872
Yb1 1.994 1.391 1.352
H1 -2.365 -0.494 -1.055
H2 -1.585 1.098 -1.002
H3 -1.338 -1.121 1.122
H4 -1.752 0.566 1.262
Mg1 1.173 -0.842 -0.652
O3 2.794 -0.096 0.078
H5 3.714 -0.093 -0.178

Kohn-Sham gap (spin up / spin down): 0.26174 / 0.20433 Eh
relative energy (zero: lowest compared OMol25 entry of this formula, charge and spin): 4.6 kcal per mole
charge: +1
max |F|: 0.0824 hartree/bohr
DFT total energy: -45265.69911 eV
spin multiplicity: 3
M: 274.40 g mol⁻¹

---

Entry from OMol25: a 2-piece molecular cluster, C28H34N3O2 overall in a non-equilibrium geometry (ωB97M-V/def2-TZVPD).

Positions of all 67 atoms, in Å:
C1 1.607 -4.757 -2.289
N1 2.343 -4.634 -1.013
C2 3.790 -4.698 -1.030
C3 4.455 -5.926 -1.145
C4 5.851 -5.961 -1.214
C5 6.583 -4.770 -1.220
C6 5.917 -3.541 -1.160
C7 4.525 -3.506 -1.044
C8 1.612 -4.357 0.045
H1 2.336 -4.772 -3.101
H2 1.013 -5.674 -2.290
H3 0.925 -3.910 -2.408
H4 3.871 -6.849 -1.166
H5 6.367 -6.919 -1.273
H6 7.681 -4.799 -1.287
H7 6.476 -2.607 -1.209
H8 3.986 -2.556 -0.982
H9 2.067 -4.310 1.030
H10 0.545 -4.214 -0.111
H11 -4.159 0.720 0.126
C9 -3.440 1.563 0.132
C10 -2.427 1.285 1.260
O1 -3.212 1.301 2.440
C11 -1.618 -0.002 1.113
C12 -2.168 -1.153 0.590
C13 -1.335 -2.294 0.472
N2 -0.048 -2.323 0.795
C14 0.500 -1.235 1.383
C15 -0.263 -0.026 1.573
C16 0.375 1.073 2.183
C17 1.720 1.006 2.594
O2 2.411 2.047 3.117
C18 1.806 3.353 3.268
C19 2.436 -0.210 2.459
C20 1.837 -1.287 1.854
C21 -4.237 2.876 0.276
C22 -4.044 3.740 -0.976
C23 -4.494 2.907 -2.203
C24 -3.719 1.602 -2.255
N3 -2.712 1.495 -1.143
C25 -1.777 2.677 -1.308
C26 -2.515 4.018 -1.161
C27 -1.961 4.876 -0.046
C28 -0.892 5.651 -0.294
H12 -1.751 2.160 1.242
H13 -2.654 1.137 3.218
H14 -3.196 -1.201 0.236
H15 -1.764 -3.218 0.078
H16 -0.170 2.002 2.349
H17 2.607 3.949 3.709
H18 1.509 3.773 2.296
H19 0.942 3.315 3.946
H20 3.456 -0.250 2.837
H21 2.384 -2.219 1.743
H22 -5.286 2.567 0.341
H23 -3.981 3.404 1.199
H24 -4.581 4.692 -0.907
H25 -5.561 2.691 -2.135
H26 -4.308 3.465 -3.124
H27 -4.395 0.740 -2.177
H28 -3.147 1.524 -3.187
H29 -0.903 2.583 -0.644
H30 -1.421 2.607 -2.349
H31 -2.365 4.555 -2.112
H32 -2.502 4.847 0.914
H33 -0.450 6.313 0.455
H34 -0.476 5.668 -1.308

Kohn-Sham gap: 0.23502 Eh
relative energy (zero: lowest compared OMol25 entry of this formula, charge and spin): 68.2 kcal per mole
charge: +1
max |F|: 0.0506 hartree/bohr
DFT total energy: -38144.90880 eV
spin multiplicity: 1
M: 444.60 g mol⁻¹